Entry 1:
Molecular formula: C2H2O2S2
Method: DFT, ωB97M-V/def2-TZVPD

**Calculated total energy**: -27869.632 eV
**Kohn-Sham gap**: 7.2 eV
**E_HOMO**: -9.24 eV
**LUMO level**: -2.0 eV
**Structure (SMILES)**: O=C(O)C(=S)S
**Relative energy (zero: lowest compared OMol25 entry of this formula, charge and spin)**: 1.974 eV

Structure (ORCA input):
```
! wB97M-V def2-TZVPD RIJCOSX def2/J DEFGRID3
* xyz 0 1
C 0.750 0.222 0.009
C -0.548 -0.144 -0.054
H 2.378 0.991 -0.866
H -2.539 -0.682 0.693
O 1.529 0.342 -1.132
O 1.257 0.189 1.214
S -1.494 0.053 1.419
S -1.333 -0.971 -1.282
*
```

Here are the natural (NBO) charges for atoms 1 to 2, given in e:
1. C 0.648
2. C -0.382

Entry 2:
Molecular formula: C7H7NOS
Method: DFT, ωB97M-V/def2-TZVPD

**Calculated total energy**: -21742.427 eV
**Kohn-Sham gap**: 9.0 eV
**E_HOMO**: -8.52 eV
**LUMO level**: 0.4 eV
**Structure (SMILES)**: ON(C=S)c1ccccc1
**Relative energy (zero: lowest compared OMol25 entry of this formula, charge and spin)**: 1.855 eV

Structure (ORCA input):
```
! wB97M-V def2-TZVPD RIJCOSX def2/J DEFGRID3
* xyz 0 1
C 1.542 1.980 0.820
C 0.848 1.194 1.722
C 1.483 1.716 -0.540
C 0.086 0.121 1.278
C 0.723 0.655 -1.012
C 0.059 -0.081 -0.072
C -1.796 -2.108 -0.030
N -0.838 -1.523 -0.714
O -0.916 -1.457 -2.081
S -2.979 -3.005 -0.752
H 2.141 2.804 1.176
H 0.898 1.405 2.780
H 2.033 2.331 -1.236
H -0.448 -0.505 1.974
H 0.651 0.415 -2.060
H -1.719 -2.037 1.048
H -1.768 -1.905 -2.301
*
```

Here are the natural (NBO) charges for atoms 1 to 2, given in e:
1. C -0.213
2. C -0.185

Entry 3:
Molecular formula: C11H23FN3O4S
Method: DFT, ωB97M-V/def2-TZVPD

**Calculated total energy**: -37993.625 eV
**Kohn-Sham gap**: 6.7 eV
**E_HOMO**: -4.31 eV
**LUMO level**: 2.4 eV

Structure (ORCA input):
```
! wB97M-V def2-TZVPD RIJCOSX def2/J DEFGRID3
* xyz -1 1
C 2.793 2.158 1.706
C 2.079 1.740 0.395
F 3.040 0.983 -0.363
C 0.843 0.814 0.589
N 0.094 1.068 1.849
S 0.297 -0.396 2.807
C -1.369 1.080 1.499
C -1.809 2.508 1.004
O -1.353 3.547 1.495
O -2.646 2.560 0.034
H 3.834 2.451 1.409
H 2.358 3.073 2.167
H 2.890 1.326 2.435
H 1.869 2.644 -0.223
H 1.216 -0.239 0.599
H 0.184 0.959 -0.300
H 0.421 -0.001 4.117
H -1.630 0.365 0.686
H -1.927 0.767 2.409
C 5.802 -3.750 -0.655
O 5.502 -3.888 0.515
N 5.554 -2.650 -1.401
C 5.945 -2.563 -2.792
C 4.872 -1.519 -0.789
H 6.323 -4.545 -1.218
H 6.629 -1.720 -2.922
H 5.056 -2.406 -3.407
H 6.442 -3.478 -3.112
H 5.457 -1.160 0.059
H 3.896 -1.842 -0.425
H 4.744 -0.716 -1.511
C -7.034 -1.046 -0.030
O -6.602 -1.667 0.924
N -6.521 0.105 -0.511
C -7.098 0.781 -1.653
C -5.350 0.690 0.133
H -7.917 -1.394 -0.595
H -6.349 0.855 -2.444
H -7.412 1.784 -1.357
H -7.962 0.233 -2.030
H -4.526 -0.022 0.096
H -5.581 0.901 1.178
H -5.057 1.610 -0.368
*
```

Here are the natural (NBO) charges for atoms 1 to 2, given in e:
1. C -0.652
2. C 0.212

Entry 4:
Molecular formula: C31H30FeN8O5PS2
Method: DFT, ωB97M-V/def2-TZVPD

**Calculated total energy**: -120136.638 eV
**Kohn-Sham gap (spin up / spin down)**: 7.1 / 7.0 eV
**E_HOMO (spin up / spin down)**: -7.54 / -7.54 eV
**LUMO level (spin up / spin down)**: -0.4 / -0.6 eV
**Expectation value of S²**: 8.77
**Relative energy (zero: lowest compared OMol25 entry of this formula, charge and spin)**: 0.893 eV

Structure (ORCA input):
```
! wB97M-V def2-TZVPD RIJCOSX def2/J DEFGRID3
* xyz 0 6
Fe 1.053 0.465 -0.284
N 5.362 -0.360 0.340
C 4.090 0.087 0.391
S 3.354 0.569 -1.101
N 3.557 0.173 1.595
N 2.284 0.617 1.533
C 1.749 1.147 2.563
C 0.414 1.729 2.388
C -0.275 2.328 3.432
C -1.514 2.894 3.174
C -2.020 2.857 1.885
C -1.265 2.246 0.895
N -0.082 1.693 1.140
H 5.764 -0.570 -0.555
H 5.758 -0.765 1.171
H 2.285 1.243 3.503
H 0.157 2.348 4.423
H -2.074 3.364 3.971
H -2.977 3.295 1.643
H -1.597 2.191 -0.133
N 0.885 1.273 -3.776
C -0.099 0.846 -2.954
O -0.131 1.287 -1.765
C -1.060 -0.066 -3.448
C -0.977 -0.503 -4.792
N -0.842 -0.827 -5.892
C -2.121 -0.568 -2.655
N -3.138 -1.334 -2.901
H 1.571 1.906 -3.405
H 0.955 0.946 -4.724
C -1.075 -1.012 4.073
S -0.573 -1.667 2.474
C -2.144 -2.433 2.083
O 0.375 -2.782 2.779
H -1.420 -1.836 4.698
H -1.856 -0.266 3.931
H -0.198 -0.550 4.524
H -2.913 -1.665 2.018
H -2.360 -3.163 2.863
H -2.049 -2.920 1.116
O 0.670 -1.457 -0.670
P 1.073 -2.821 -1.186
C 2.644 -3.345 -0.487
C 3.563 -4.072 -1.245
C 4.755 -4.485 -0.674
C 5.033 -4.176 0.653
C 4.122 -3.450 1.406
C 2.926 -3.032 0.840
C 1.270 -2.892 -2.968
C 2.101 -1.938 -3.557
C 2.362 -1.994 -4.915
C 1.797 -2.996 -5.693
C 0.977 -3.948 -5.111
C 0.717 -3.904 -3.748
C -0.190 -4.010 -0.725
C 0.028 -4.943 0.284
C -1.005 -5.783 0.680
C -2.247 -5.693 0.070
C -2.470 -4.758 -0.934
C -1.446 -3.915 -1.329
H 3.351 -4.304 -2.281
H 5.469 -5.047 -1.262
H 5.965 -4.504 1.097
H 4.332 -3.204 2.439
H 2.208 -2.494 1.442
H 2.549 -1.162 -2.949
H 3.006 -1.251 -5.369
H 1.987 -3.027 -6.757
H 0.528 -4.723 -5.717
H 0.082 -4.657 -3.300
H 0.990 -5.002 0.774
H -0.837 -6.501 1.471
H -3.050 -6.349 0.383
H -3.441 -4.674 -1.403
H -1.632 -3.184 -2.108
O -3.596 -1.270 -1.520
N -2.500 -0.367 -1.269
O -1.936 -0.342 -0.186
*
```

Here are the Mulliken charges for atoms 1 to 2, given in e:
1. Fe -0.224
2. N -0.317

Entry 5:
Molecular formula: C3H3Cl3N2O2
Method: DFT, ωB97M-V/def2-TZVPD

**Calculated total energy**: -47800.235 eV
**Kohn-Sham gap**: 10.2 eV
**E_HOMO**: -9.93 eV
**LUMO level**: 0.3 eV
**Structure (SMILES)**: NC(=O)/N=C/OC(Cl)(Cl)Cl
**Relative energy (zero: lowest compared OMol25 entry of this formula, charge and spin)**: 0.000 eV

Structure (ORCA input):
```
! wB97M-V def2-TZVPD RIJCOSX def2/J DEFGRID3
* xyz 0 1
C 1.829 -0.436 -0.268
C -0.671 -0.717 0.341
C 4.589 0.058 0.024
N -1.381 0.451 0.330
N 0.654 -0.509 0.196
O 3.047 -0.098 0.427
O -1.152 -1.814 0.465
Cl 5.174 1.152 1.219
Cl 4.683 0.696 -1.602
Cl 5.301 -1.532 0.133
H 2.045 -0.590 -1.332
H -0.917 1.329 0.487
H -2.347 0.381 0.608
*
```

Here are the natural (NBO) charges for atoms 1 to 2, given in e:
1. C 0.503
2. C 0.773

Entry 6:
Molecular formula: CH8N2O2
Method: DFT, ωB97M-V/def2-TZVPD

**Calculated total energy**: -8241.630 eV
**Kohn-Sham gap**: 9.8 eV
**E_HOMO**: -9.29 eV
**LUMO level**: 0.5 eV
**Structure (SMILES)**: [H]/N=C/N.O.O
**Relative energy (zero: lowest compared OMol25 entry of this formula, charge and spin)**: 0.627 eV

Structure (ORCA input):
```
! wB97M-V def2-TZVPD RIJCOSX def2/J DEFGRID3
* xyz 0 1
N -1.404 -1.214 -0.915
C -2.672 -1.272 -0.379
N -3.678 -1.091 -1.122
H -1.379 -0.850 -1.859
H -0.637 -0.764 -0.429
H -2.639 -1.567 0.671
H -4.541 -1.200 -0.612
H 5.271 2.116 0.119
H 4.987 3.088 1.207
O 5.351 2.201 1.079
H 0.640 1.197 1.444
H 0.762 -0.316 1.194
O 0.760 0.541 0.750
*
```

Here are the natural (NBO) charges for atoms 1 to 2, given in e:
1. N -0.830
2. C 0.279

Entry 7:
Molecular formula: C25H37AsN6O5P2S4Tl
Method: DFT, ωB97M-V/def2-TZVPD

**Calculated total energy**: -173160.229 eV
**Kohn-Sham gap (spin up / spin down)**: 4.5 / 4.7 eV
**E_HOMO (spin up / spin down)**: -4.05 / -4.06 eV
**LUMO level (spin up / spin down)**: 0.4 / 0.6 eV

Structure (ORCA input):
```
! wB97M-V def2-TZVPD RIJCOSX def2/J DEFGRID3
* xyz -1 1
Tl -0.328 0.503 0.458
C -2.271 -2.155 -0.921
O -2.307 -1.460 0.317
C -3.503 -1.374 0.974
C -4.557 -2.240 0.720
C -5.737 -2.138 1.452
C -5.849 -1.176 2.442
C -4.794 -0.303 2.680
C -3.620 -0.361 1.938
N -2.519 0.536 2.109
N -2.877 1.573 2.746
C -1.950 2.514 3.090
C -0.526 2.310 3.130
O 0.044 1.215 2.895
C 0.286 3.462 3.520
C -0.255 4.646 3.851
C -1.679 4.848 3.888
C -2.223 6.082 4.278
C -3.582 6.277 4.325
C -4.429 5.219 3.958
C -3.916 4.009 3.556
C -2.521 3.781 3.518
H -2.368 -3.234 -0.769
H -1.304 -1.931 -1.370
H -3.066 -1.806 -1.585
H -4.463 -2.999 -0.045
H -6.555 -2.818 1.245
H -6.756 -1.101 3.030
H -4.858 0.459 3.445
H 1.360 3.314 3.502
H 0.385 5.488 4.103
H -1.545 6.889 4.538
H -3.992 7.233 4.626
H -5.504 5.362 3.981
H -4.574 3.209 3.247
S -3.188 4.865 -2.328
As -1.858 3.201 -1.918
S -3.013 1.481 -1.236
S -0.498 3.663 -0.381
S -1.212 2.732 -3.852
C 5.279 -2.470 -0.376
N 4.025 -2.368 0.353
C 4.128 -2.718 1.767
P 2.530 -2.505 -0.333
O 1.463 -1.930 0.497
O 2.790 -1.808 -1.751
P 1.838 -0.748 -2.553
O 0.420 -0.953 -2.229
N 2.149 -1.065 -4.133
C 1.063 -1.269 -5.081
C 3.479 -0.959 -4.701
N 2.606 0.679 -2.265
C 3.028 1.094 -0.922
C 2.084 1.825 -3.034
N 2.212 -4.087 -0.712
C 0.832 -4.563 -0.582
C 2.927 -4.694 -1.825
H 5.712 -3.476 -0.300
H 6.003 -1.763 0.037
H 5.136 -2.226 -1.425
H 4.513 -3.737 1.900
H 3.154 -2.640 2.243
H 4.806 -2.023 2.267
H 0.109 -1.196 -4.565
H 1.135 -2.252 -5.556
H 1.097 -0.504 -5.864
H 4.186 -0.619 -3.947
H 3.489 -0.238 -5.525
H 3.819 -1.924 -5.089
H 3.288 0.245 -0.296
H 2.247 1.671 -0.425
H 3.912 1.729 -1.018
H 1.720 1.501 -4.009
H 2.894 2.542 -3.187
H 1.260 2.319 -2.512
H 0.314 -3.995 0.184
H 0.838 -5.619 -0.301
H 0.286 -4.454 -1.527
H 3.908 -4.241 -1.957
H 2.374 -4.576 -2.765
H 3.071 -5.761 -1.639
*
```

Here are the Mulliken charges for atoms 1 to 2, given in e:
1. Tl 0.816
2. C -0.228

Entry 8:
Molecular formula: C2H6IN2S
Method: DFT, ωB97M-V/def2-TZVPD

**Calculated total energy**: -24079.261 eV
**Kohn-Sham gap**: 8.2 eV
**E_HOMO**: -13.17 eV
**LUMO level**: -4.9 eV
**Structure (SMILES)**: N/C(I)=[NH+]/CS
**Relative energy (zero: lowest compared OMol25 entry of this formula, charge and spin)**: 0.674 eV

Structure (ORCA input):
```
! wB97M-V def2-TZVPD RIJCOSX def2/J DEFGRID3
* xyz 1 1
C 0.267 0.903 0.383
C -0.822 -0.773 -0.990
N 1.353 1.490 0.802
N 0.291 0.001 -0.541
S -0.416 -2.778 -0.420
I -1.581 1.528 1.412
H -1.088 -0.896 -2.044
H -1.761 -0.591 -0.382
H 2.273 1.605 0.331
H 1.365 2.087 1.732
H 1.244 -0.258 -0.969
H -1.125 -2.319 0.686
*
```

Here are the natural (NBO) charges for atoms 1 to 2, given in e:
1. C 0.435
2. C -0.265

Entry 9:
Molecular formula: C5H9NO2
Method: DFT, ωB97M-V/def2-TZVPD

**Calculated total energy**: -10910.149 eV
**Kohn-Sham gap**: 9.0 eV
**E_HOMO**: -8.50 eV
**LUMO level**: 0.5 eV
**Structure (SMILES)**: C=C(NO)C(=C)OC
**Relative energy (zero: lowest compared OMol25 entry of this formula, charge and spin)**: 6.427 eV

Structure (ORCA input):
```
! wB97M-V def2-TZVPD RIJCOSX def2/J DEFGRID3
* xyz 0 1
C 1.533 1.809 0.197
N -1.008 -1.358 -1.138
C 0.200 -0.879 -0.104
C -0.354 0.185 0.596
C 1.229 -1.713 -0.051
C -1.462 0.625 1.163
O 1.050 0.820 1.088
O -2.289 -0.810 -1.322
H -2.855 -1.359 -0.756
H -0.601 -1.360 -2.077
H 0.739 2.364 -0.321
H 2.102 2.554 0.766
H 2.194 1.363 -0.557
H 1.324 -2.504 -0.786
H 2.064 -1.520 0.613
H -1.422 1.413 1.905
H -2.445 0.371 0.784
*
```

Here are the natural (NBO) charges for atoms 1 to 2, given in e:
1. C -0.255
2. N -0.394

Entry 10:
Molecular formula: C20H35BiF5NO10P2SSi
Method: DFT, ωB97M-V/def2-TZVPD

**Calculated total energy**: -100002.493 eV
**Kohn-Sham gap**: 8.7 eV
**E_HOMO**: -8.66 eV
**LUMO level**: 0.1 eV
**Relative energy (zero: lowest compared OMol25 entry of this formula, charge and spin)**: 0.862 eV

Structure (ORCA input):
```
! wB97M-V def2-TZVPD RIJCOSX def2/J DEFGRID3
* xyz 0 1
Bi -1.318 2.646 -0.495
F 5.166 5.499 -1.105
C 3.906 5.324 -0.730
C 3.295 4.100 -0.883
F 3.967 3.074 -1.399
C 1.980 3.944 -0.495
F 1.416 2.732 -0.689
C 1.228 4.960 0.063
S -0.418 4.774 0.647
C 1.876 6.182 0.201
F 1.224 7.218 0.729
C 3.187 6.370 -0.186
F 3.765 7.558 -0.041
N -3.167 -0.345 0.236
C -3.679 0.644 1.229
C -4.751 -0.023 2.111
P -4.352 2.093 0.302
O -5.519 2.649 1.246
O -4.789 1.661 -1.043
O -3.250 3.199 0.296
P -2.239 1.043 2.287
O -2.901 2.110 3.278
O -1.711 -0.173 2.941
O -1.176 1.787 1.422
H -3.924 -0.596 -0.389
H -1.529 -1.282 0.780
H -2.453 0.063 -0.370
H -5.587 -0.360 1.491
H -5.132 0.672 2.857
H -4.312 -0.884 2.618
H -5.983 3.392 0.822
H -2.279 2.421 3.952
C 1.021 -0.502 -3.704
C 0.820 -1.939 -3.222
C -0.086 -2.697 -4.176
C 2.165 -2.646 -3.079
O 0.148 -1.959 -1.940
Si 0.272 -0.911 -0.696
O -0.507 0.440 -0.864
O 1.791 -0.976 -0.164
C 2.591 -0.445 0.919
C 1.858 0.666 1.652
C 3.871 0.075 0.284
C 2.896 -1.597 1.867
O -0.685 -1.791 0.549
C -0.918 -3.248 0.846
C -2.122 -3.705 0.036
C 0.325 -4.034 0.471
C -1.177 -3.305 2.342
H 1.445 -0.497 -4.710
H 1.703 0.039 -3.035
H 0.064 0.027 -3.715
H 0.355 -2.726 -5.176
H -1.060 -2.206 -4.235
H -0.229 -3.723 -3.826
H 2.700 -2.644 -4.032
H 2.015 -3.682 -2.762
H 2.773 -2.139 -2.327
H 1.542 1.444 0.955
H 2.519 1.111 2.401
H 0.964 0.286 2.157
H 3.639 0.857 -0.446
H 4.395 -0.736 -0.231
H 4.533 0.490 1.049
H 1.979 -1.938 2.356
H 3.595 -1.267 2.641
H 3.346 -2.430 1.320
H -1.980 -3.444 -1.016
H -3.041 -3.239 0.400
H -2.220 -4.788 0.117
H 0.442 -4.095 -0.611
H 0.220 -5.040 0.879
H 1.220 -3.575 0.894
H -1.825 -2.484 2.657
H -0.241 -3.226 2.899
H -1.655 -4.254 2.591
*
```

Here are the Mulliken charges for atoms 1 to 2, given in e:
1. Bi 1.346
2. F -0.296

Entry 11:
Molecular formula: CH2CsLiO2
Method: DFT, ωB97M-V/def2-TZVPD

**Calculated total energy**: -5915.038 eV
**Kohn-Sham gap**: 5.4 eV
**E_HOMO**: -6.00 eV
**LUMO level**: -0.6 eV

Structure (ORCA input):
```
! wB97M-V def2-TZVPD RIJCOSX def2/J DEFGRID3
* xyz 0 1
O -0.955 1.563 1.328
C -0.795 2.319 0.259
O 0.080 1.279 -0.917
Li 1.080 1.560 -2.281
Cs -0.047 -1.451 0.715
H -0.162 3.231 0.394
H -1.754 2.646 -0.208
*
```

Here are the Mulliken charges for atoms 1 to 2, given in e:
1. O -0.765
2. C -0.078

Entry 12:
Molecular formula: C5H16N2O3
Method: DFT, ωB97M-V/def2-TZVPD

**Calculated total energy**: -14566.570 eV
**Kohn-Sham gap**: 9.7 eV
**E_HOMO**: -9.38 eV
**LUMO level**: 0.3 eV
**Structure (SMILES)**: CC[C@H](C)NC(N)=O.O.O
**Relative energy (zero: lowest compared OMol25 entry of this formula, charge and spin)**: 1.827 eV

Structure (ORCA input):
```
! wB97M-V def2-TZVPD RIJCOSX def2/J DEFGRID3
* xyz 0 1
C -0.245 -1.448 0.601
C -0.344 -0.201 -0.427
C -1.580 0.668 -0.536
C -2.879 -0.131 -0.403
N 0.719 0.773 -0.067
C 2.000 0.424 -0.434
N 2.997 0.827 0.505
O 2.109 -0.074 -1.563
H -0.693 -1.178 1.591
H 0.750 -1.773 0.819
H -0.779 -2.376 0.260
H -0.123 -0.811 -1.337
H -1.612 1.637 0.137
H -1.535 1.309 -1.557
H -3.062 -0.780 -1.178
H -2.970 -0.589 0.652
H -3.742 0.610 -0.314
H 0.650 1.350 0.771
H 3.968 0.456 0.366
H 2.765 0.897 1.527
H 0.982 -1.240 -3.884
H 1.130 0.019 -3.162
O 0.538 -0.369 -3.867
H 0.727 0.035 3.813
H -0.360 1.069 3.985
O 0.589 0.896 3.702
*
```

Here are the natural (NBO) charges for atoms 1 to 2, given in e:
1. C -0.630
2. C -0.064

> What is the calculated total energy in the eighth record?

-24079.261 eV

> Which formula does entry 5 have?

C3H3Cl3N2O2